Entry w
C3H9N3OS | wB97M-V/def2-TZVPD

Kohn-Sham gap = 9.31 eV
structure (SMILES) = NCC/C(=N/O)NS
highest occupied orbital energy = -8.744 eV

The geometry in XYZ format:
```
17
C3H9N3OS wB97M-V/def2-TZVPD
S -1.88806 -1.96305 -0.36071
O -1.91469 2.35139 -0.40120
N 2.56416 0.27390 -0.62511
N -1.99568 -0.19365 -0.31751
N -0.81479 1.80912 0.18099
C -0.70329 0.49654 0.22921
C 1.66717 -0.82313 -0.16034
C 0.55081 -0.30406 0.75970
H 2.98619 -0.03112 -1.54629
H 2.26418 -1.60532 0.58014
H 1.16452 -1.43463 -0.80287
H -2.06841 -2.15324 1.13299
H -2.91236 0.37394 -0.45804
H 0.25281 -1.36012 1.06550
H 2.05937 1.09201 -0.90433
H -2.15010 3.23970 -0.13854
H 0.93814 0.23173 1.76642
```

Charges per atom according to natural (NBO) partitioning, unit e:
1. S 0.157
2. O -0.587
3. N -0.834
4. N -0.848
5. N -0.195
6. C 0.366
7. C -0.195
8. C -0.480
9. H 0.352
10. H 0.176
11. H 0.184
12. H 0.107
13. H 0.446
14. H 0.247
15. H 0.363
16. H 0.493
17. H 0.251


Entry x
C3H9N3OS | wB97M-V/def2-TZVPD

Kohn-Sham gap = 9.94 eV
structure (SMILES) = CC/N=C(\NO)NS
highest occupied orbital energy = -9.207 eV

The geometry in XYZ format:
```
17
C3H9N3OS wB97M-V/def2-TZVPD
S -3.60548 -0.42736 0.14605
O -0.59615 2.14935 0.33754
N 0.13067 -0.66819 0.15027
N -2.07450 -0.89410 -0.43145
N -1.09525 1.24187 -0.62802
C 1.39512 0.04814 0.12171
C 2.55053 -0.94636 0.01340
C -0.93617 -0.08915 -0.23044
H 1.47191 0.75987 -0.73360
H -1.88029 -1.86872 -0.30194
H -3.40037 -0.41936 1.49302
H 2.47371 -1.55794 -0.91075
H 3.53322 -0.42457 0.00947
H 2.50577 -1.64361 0.85287
H 0.11183 2.63344 -0.14348
H -2.07090 1.46241 -0.78238
H 1.48635 0.64428 1.03774
```

Charges per atom according to natural (NBO) partitioning, unit e:
1. S 0.169
2. O -0.558
3. N -0.504
4. N -0.762
5. N -0.361
6. C -0.244
7. C -0.605
8. C 0.535
9. H 0.164
10. H 0.408
11. H 0.093
12. H 0.207
13. H 0.204
14. H 0.211
15. H 0.473
16. H 0.373
17. H 0.198


Entry y
C3H9N3OS | wB97M-V/def2-TZVPD

Kohn-Sham gap = 9.53 eV
structure (SMILES) = [H]/N=C(\NN)[C@H](S)CO
highest occupied orbital energy = -8.876 eV

The geometry in XYZ format:
```
17
C3H9N3OS wB97M-V/def2-TZVPD
S -1.53215 -1.56036 -0.85347
O -1.78185 1.39583 -0.44300
N 2.47642 0.42774 -0.58780
N 1.05644 0.33513 -0.59904
N 1.25617 -1.64823 0.78648
C 0.53430 -0.69724 0.30551
C -1.67414 0.68200 0.75715
C -0.95737 -0.62712 0.59846
H -1.12173 1.23276 1.46705
H -0.56192 -0.87785 -1.56494
H 2.82100 0.13009 -1.56234
H 2.95026 1.26163 -0.10769
H 2.24389 -1.74447 0.49267
H -2.65782 0.73231 1.20367
H -1.02783 -1.29485 1.51539
H -2.70516 0.93895 -0.89237
H 0.68149 1.31367 -0.51572
```

Charges per atom according to natural (NBO) partitioning, unit e:
1. S -0.037
2. O -0.722
3. N -0.723
4. N -0.516
5. N -0.694
6. C 0.421
7. C -0.095
8. C -0.429
9. H 0.180
10. H 0.159
11. H 0.374
12. H 0.379
13. H 0.373
14. H 0.188
15. H 0.272
16. H 0.482
17. H 0.387


The most stable of them is entry x.